No. 1
{"formula": "C24H71N3O10", "method": "ωB97M-V/def2-TZVPD", "smiles": "COC[C@H](C)N.COC[C@H](C)N.COC[C@H](C)N.CCO.CCO.CCO.CCO.CCO.CCO.O", "relative_energy_ev": 1.509, "e_tot_ev": -50980.08249, "lumo_ha": 0.008, "multiplicity": 1, "orbital_gap_ev": 9.520, "homo_ev": -9.30, "symbols": ["O", "H", "H", "C", "C", "O", "H", "H", "H", "H", "H", "H", "C", "C", "O", "H", "H", "H", "H", "H", "H", "C", "C", "O", "H", "H", "H", "H", "H", "H", "C", "C", "O", "H", "H", "H", "H", "H", "H", "C", "C", "O", "H", "H", "H", "H", "H", "H", "C", "C", "O", "H", "H", "H", "H", "H", "H", "C", "C", "C", "O", "C", "N", "H", "H", "H", "H", "H", "H", "H", "H", "H", "H", "H", "C", "C", "C", "O", "C", "N", "H", "H", "H", "H", "H", "H", "H", "H", "H", "H", "H", "C", "C", "C", "O", "C", "N", "H", "H", "H", "H", "H", "H", "H", "H", "H", "H", "H"], "coordinates": [[0.552, 3.280, 3.207], [-0.129, 3.022, 2.585], [0.377, 4.203, 3.386], [-3.148, 1.955, -2.001], [-3.447, 2.301, -3.465], [-4.685, 2.937, -3.594], [-3.099, 2.901, -1.462], [-2.147, 1.527, -1.954], [-3.873, 1.230, -1.630], [-3.392, 1.471, -4.169], [-2.816, 3.086, -3.882], [-4.851, 3.078, -4.529], [3.505, -2.421, -0.555], [3.067, -2.952, 0.872], [1.866, -3.691, 0.671], [4.541, -2.093, -0.469], [2.820, -1.652, -0.912], [3.436, -3.224, -1.289], [2.945, -2.098, 1.539], [3.835, -3.612, 1.275], [1.077, -3.145, 0.703], [0.553, 0.736, 0.138], [0.038, -0.407, -0.711], [-0.329, -1.490, 0.078], [-0.140, 1.002, 0.937], [0.679, 1.702, -0.351], [1.505, 0.449, 0.585], [0.768, -0.766, -1.436], [-0.806, -0.080, -1.319], [-1.280, -1.611, 0.026], [-2.771, 2.039, 1.819], [-2.665, 3.574, 1.638], [-1.342, 3.919, 1.214], [-2.119, 1.666, 2.608], [-2.506, 1.475, 0.924], [-3.753, 1.696, 2.144], [-2.938, 4.079, 2.565], [-3.411, 3.893, 0.910], [-1.418, 4.815, 0.879], [4.112, 0.605, 3.530], [2.578, 0.736, 3.767], [2.395, 1.894, 4.594], [4.357, -0.116, 2.751], [4.643, 0.265, 4.420], [4.525, 1.560, 3.203], [2.228, -0.141, 4.312], [1.984, 0.788, 2.854], [1.681, 2.425, 4.234], [-4.185, -1.095, 1.469], [-4.062, -1.355, -0.005], [-2.930, -2.223, -0.175], [-3.301, -0.542, 1.789], [-4.244, -2.030, 2.027], [-4.962, -0.348, 1.628], [-4.002, -0.419, -0.560], [-4.942, -1.877, -0.378], [-3.142, -2.782, -0.926], [-1.952, -6.717, 5.245], [-0.908, -6.811, 4.156], [-0.813, -5.491, 3.284], [-1.989, -5.459, 2.478], [-2.059, -4.348, 1.556], [0.360, -7.174, 4.847], [-1.796, -5.784, 5.787], [-2.144, -7.551, 5.919], [-2.918, -6.502, 4.787], [-1.180, -7.568, 3.420], [0.129, -5.503, 2.736], [-0.747, -4.630, 3.950], [-2.897, -4.558, 0.891], [-1.138, -4.386, 0.973], [-2.138, -3.407, 2.100], [1.015, -7.520, 4.160], [0.063, -8.036, 5.282], [3.845, 3.015, -2.394], [4.542, 4.243, -1.713], [4.226, 4.462, -0.244], [2.881, 4.575, 0.050], [2.621, 4.715, 1.427], [5.965, 3.963, -1.844], [2.801, 2.871, -2.115], [4.427, 2.117, -2.186], [3.853, 3.183, -3.471], [4.243, 5.115, -2.294], [4.697, 5.344, 0.190], [4.687, 3.649, 0.316], [1.565, 4.889, 1.635], [3.132, 5.573, 1.863], [2.864, 3.893, 2.102], [6.415, 4.829, -1.584], [6.165, 3.900, -2.832], [-1.727, -1.264, -4.123], [-1.599, -0.465, -5.400], [-0.467, 0.551, -5.405], [-0.463, 1.297, -4.230], [0.215, 2.569, -4.324], [-1.415, -1.443, -6.389], [-2.586, -1.934, -4.143], [-1.871, -0.625, -3.252], [-0.810, -1.798, -3.875], [-2.556, 0.018, -5.598], [-0.734, 1.238, -6.208], [0.523, 0.229, -5.727], [-0.113, 3.262, -5.099], [1.290, 2.388, -4.336], [-0.045, 3.129, -3.426], [-2.090, -2.186, -6.278], [-0.601, -1.999, -6.170]], "forces_ev_per_a": [[0.1, -0.1, 0.4], [-0.2, 0.1, -0.4], [-0.1, 0.2, 0.1], [0.4, 0.4, -1.4], [0.7, 0.6, -0.5], [-2.0, 0.0, 0.5], [-0.4, -0.2, 0.4], [0.0, -0.1, 0.0], [0.0, 0.4, 0.2], [0.1, -0.5, 0.4], [1.3, -0.4, 0.4], [-0.1, 0.0, 0.0], [0.0, -0.6, 1.4], [-0.4, 0.6, -2.3], [0.3, -0.7, 0.7], [0.0, 0.4, -0.4], [0.2, 0.3, 0.2], [0.2, -0.2, 0.2], [-0.1, 0.0, 0.2], [-0.2, -0.1, 0.0], [0.0, 0.6, -0.1], [0.3, 0.4, 0.3], [-0.1, 0.8, -0.7], [0.3, -0.8, 0.8], [-0.1, -0.5, 0.2], [0.2, -0.2, -0.6], [0.0, 0.1, 0.1], [0.4, 0.3, 0.0], [-0.2, 0.1, 0.0], [-0.4, -0.3, 0.0], [0.3, 0.3, 0.3], [-0.5, -1.3, 0.0], [-0.7, -0.1, 0.1], [0.3, 0.2, 0.1], [0.0, 0.3, -0.2], [-0.2, 0.5, -0.2], [0.2, 0.0, 0.2], [0.1, 0.0, -0.3], [0.4, 0.1, -0.1], [-0.7, -0.2, -0.5], [1.2, 0.4, 0.8], [0.3, -0.6, 0.0], [-0.2, -0.2, -0.1], [-0.2, 0.2, 0.2], [-0.1, 0.1, 0.1], [-0.1, -0.2, 0.1], [0.2, 0.2, -0.2], [-0.3, 0.0, -0.2], [0.5, 0.9, -0.2], [-0.4, -0.5, 0.4], [-0.4, 0.5, -0.6], [0.3, -0.4, 0.1], [-0.4, 0.3, 0.1], [-0.5, -0.5, 0.3], [0.4, -0.1, -0.1], [-0.2, 0.0, 0.0], [0.4, -0.1, -0.1], [-1.4, 1.4, -0.6], [0.4, 0.5, -0.4], [-0.4, -1.1, 1.2], [0.3, 0.4, -0.1], [0.7, -1.5, 0.8], [-0.6, 0.0, -0.7], [0.4, -0.2, 0.6], [0.6, -0.1, -0.1], [-0.2, -0.2, -0.3], [-0.2, -0.2, 0.0], [0.0, -0.1, -0.6], [-0.2, 0.3, 0.1], [0.0, 0.2, 0.3], [0.1, 0.4, -0.3], [-0.1, 0.1, -0.2], [0.4, 0.2, -0.3], [0.3, -0.2, 0.7], [0.0, 0.7, 0.5], [-1.2, -1.1, -0.8], [0.9, -0.4, 0.7], [-1.5, -0.4, 0.1], [-0.2, 0.6, 0.7], [0.2, 0.8, 0.2], [0.1, 0.1, 0.2], [-0.1, 0.0, 0.1], [0.1, 0.0, -0.1], [-0.1, 0.3, 0.1], [0.6, 0.5, -0.4], [0.0, -0.5, 0.1], [-0.1, 0.0, -0.8], [0.4, 0.4, -0.2], [0.4, -0.6, -0.6], [0.6, 0.1, 0.3], [0.1, -0.3, -0.3], [0.0, 1.1, 2.0], [-0.1, -0.7, 1.8], [-0.8, 1.2, -1.3], [0.2, 1.1, 0.6], [-0.4, -0.7, 1.0], [0.7, -1.5, -2.7], [0.1, -0.2, -0.2], [-0.2, 0.2, 0.2], [0.0, -0.3, -0.3], [0.1, 0.4, 0.0], [-0.1, 0.2, -0.5], [0.2, -0.8, 0.5], [-0.1, -0.6, -0.7], [0.1, 0.2, -0.2], [0.2, -0.3, 0.3], [-0.8, 0.3, -0.3], [0.8, 0.3, -0.1]]}

***

No. 2
{"formula": "C24H72ClN7O4", "method": "ωB97M-V/def2-TZVPD", "relative_energy_ev": 0.000, "e_tot_ev": -57175.82989, "lumo_ha": -0.251, "multiplicity": 1, "charge": 2, "orbital_gap_ev": 4.540, "homo_ev": -11.38, "symbols": ["N", "H", "H", "H", "H", "N", "H", "H", "H", "H", "N", "H", "H", "H", "H", "Cl", "O", "O", "O", "O", "C", "C", "N", "C", "C", "C", "C", "H", "H", "H", "H", "H", "H", "H", "H", "H", "H", "H", "H", "H", "H", "H", "C", "C", "N", "C", "C", "C", "C", "H", "H", "H", "H", "H", "H", "H", "H", "H", "H", "H", "H", "H", "H", "H", "C", "C", "N", "C", "C", "C", "C", "H", "H", "H", "H", "H", "H", "H", "H", "H", "H", "H", "H", "H", "H", "H", "C", "C", "N", "C", "C", "C", "C", "H", "H", "H", "H", "H", "H", "H", "H", "H", "H", "H", "H", "H", "H", "H"], "coordinates": [[-16.637, -5.742, -0.940], [-16.874, -6.245, -0.082], [-17.440, -5.334, -1.415], [-16.136, -6.379, -1.587], [-15.991, -4.982, -0.724], [-16.351, -3.204, -4.387], [-16.904, -3.407, -3.556], [-16.373, -4.048, -4.994], [-15.395, -2.984, -4.109], [-16.796, -2.385, -4.813], [-11.950, -4.487, -2.980], [-12.758, -5.005, -2.627], [-11.672, -4.755, -4.034], [-11.142, -4.488, -2.358], [-12.188, -3.494, -3.045], [-15.321, -6.801, -4.152], [-16.472, -7.325, -3.462], [-14.589, -5.916, -3.206], [-14.413, -7.824, -4.516], [-15.695, -5.978, -5.284], [-18.244, -7.821, -6.807], [-19.050, -6.862, -5.963], [-20.249, -6.419, -6.634], [-21.209, -5.741, -5.783], [-21.802, -6.658, -4.713], [-19.980, -5.710, -7.884], [-19.063, -4.498, -7.743], [-18.896, -8.497, -7.354], [-17.522, -8.368, -6.197], [-17.616, -7.292, -7.533], [-19.416, -7.386, -5.075], [-18.418, -6.031, -5.588], [-20.758, -4.857, -5.290], [-22.018, -5.396, -6.425], [-22.767, -6.251, -4.421], [-21.885, -7.681, -5.076], [-21.150, -6.717, -3.837], [-20.917, -5.320, -8.296], [-19.676, -6.416, -8.657], [-19.028, -3.907, -8.657], [-18.038, -4.825, -7.521], [-19.345, -3.809, -6.943], [-10.524, -7.853, -6.036], [-10.886, -6.888, -4.910], [-11.058, -5.485, -5.280], [-9.819, -4.889, -5.783], [-8.699, -4.879, -4.745], [-12.191, -5.258, -6.210], [-12.631, -3.802, -6.232], [-9.465, -7.870, -6.307], [-11.062, -7.635, -6.956], [-10.760, -8.860, -5.697], [-11.863, -7.267, -4.577], [-10.279, -6.976, -4.008], [-9.994, -3.858, -6.094], [-9.499, -5.402, -6.697], [-7.964, -4.101, -4.954], [-8.163, -5.827, -4.789], [-9.042, -4.656, -3.732], [-11.870, -5.636, -7.185], [-13.015, -5.903, -5.900], [-11.840, -3.128, -5.909], [-12.982, -3.515, -7.223], [-13.501, -3.617, -5.585], [-15.139, -5.780, -8.314], [-15.523, -6.347, -9.695], [-15.722, -5.365, -10.740], [-17.046, -4.787, -10.787], [-18.109, -5.773, -11.237], [-14.634, -4.467, -11.072], [-14.594, -3.119, -10.338], [-15.388, -6.509, -7.543], [-15.805, -4.927, -8.130], [-14.129, -5.372, -8.259], [-14.816, -7.089, -10.068], [-16.507, -6.775, -9.508], [-17.330, -4.361, -9.811], [-17.038, -3.923, -11.455], [-17.869, -6.175, -12.221], [-18.208, -6.615, -10.551], [-19.085, -5.283, -11.277], [-14.591, -4.315, -12.154], [-13.717, -4.994, -10.781], [-14.653, -3.302, -9.261], [-15.417, -2.449, -10.596], [-13.682, -2.557, -10.546], [-11.250, -9.304, -2.354], [-11.665, -8.064, -1.591], [-11.992, -8.262, -0.182], [-10.863, -8.777, 0.600], [-9.859, -7.685, 0.959], [-13.189, -9.076, 0.073], [-14.417, -8.701, -0.754], [-11.901, -10.173, -2.237], [-10.283, -9.739, -2.073], [-11.082, -9.134, -3.419], [-10.920, -7.258, -1.632], [-12.528, -7.596, -2.083], [-11.330, -9.105, 1.531], [-10.363, -9.634, 0.145], [-9.314, -7.994, 1.855], [-9.043, -7.679, 0.225], [-10.263, -6.688, 1.093], [-13.448, -8.902, 1.118], [-12.976, -10.139, -0.106], [-14.174, -8.751, -1.814], [-14.756, -7.686, -0.498], [-15.228, -9.379, -0.494]], "forces_ev_per_a": [[0.7, 0.1, -0.1], [-0.3, 0.1, -0.1], [-0.3, -0.4, 0.2], [-0.2, -0.1, -0.2], [0.1, -0.1, 0.2], [-0.6, 0.0, 0.1], [0.1, -0.1, 0.0], [0.2, -0.1, -0.1], [0.1, -0.1, -0.2], [0.2, -0.1, -0.4], [-0.3, 1.6, 0.2], [0.2, -0.3, -0.1], [1.0, -1.3, -0.3], [0.0, -0.6, 0.0], [-0.2, -0.1, 0.1], [1.3, 0.2, 0.3], [-0.1, 0.4, 0.0], [-0.6, 0.7, 0.5], [-0.3, -0.2, -0.5], [-0.4, 0.0, 0.4], [0.8, 0.3, -0.2], [-0.8, -0.4, 0.6], [0.0, 0.3, -0.7], [0.2, -0.3, 0.0], [0.5, 0.2, 0.1], [-0.8, 0.6, 0.0], [0.8, -0.1, 0.0], [0.0, -0.1, 0.1], [-0.2, -0.2, 0.1], [-0.3, 0.0, -0.1], [0.3, 0.0, 0.0], [0.0, 0.1, -0.1], [-0.1, 0.1, 0.0], [0.0, 0.1, 0.0], [-0.1, -0.3, 0.2], [-0.3, 0.1, -0.2], [-0.1, 0.1, 0.1], [-0.2, -0.2, 0.3], [0.6, 0.1, 0.2], [0.0, -0.1, 0.0], [0.0, 0.1, -0.1], [-0.4, -0.2, 0.1], [0.9, 0.0, 0.1], [-1.2, -0.8, 0.0], [-0.6, 1.0, 0.5], [0.5, 0.5, -0.1], [0.3, -0.1, -0.3], [0.5, -0.8, -0.1], [-0.5, 0.1, -0.1], [0.0, 0.2, 0.1], [-0.3, -0.1, 0.1], [-0.1, 0.0, -0.2], [-0.1, 0.5, 0.1], [0.5, 0.1, -0.3], [-0.3, 0.0, 0.0], [0.0, -0.1, 0.1], [-0.1, 0.0, -0.3], [0.0, 0.0, 0.5], [-0.1, -0.3, 0.0], [-0.3, 0.4, -0.2], [0.0, 0.0, 0.0], [0.0, 0.1, -0.2], [0.2, 0.1, 0.0], [0.1, -0.2, 0.2], [-0.5, 0.3, -0.3], [-0.1, 0.9, 0.2], [-0.2, 0.2, -0.5], [-0.1, 0.2, 0.2], [-0.2, 0.0, 0.0], [0.6, -0.2, 0.5], [-0.3, 0.1, 0.2], [0.6, 0.0, 0.0], [0.0, 0.0, 0.1], [0.2, -0.4, 0.1], [-0.1, -0.2, 0.3], [0.2, -0.6, -0.3], [0.0, 0.0, 0.0], [0.1, -0.2, -0.2], [0.0, 0.0, 0.0], [0.0, 0.0, 0.0], [0.0, 0.0, -0.1], [-0.1, 0.1, 0.0], [0.0, 0.0, -0.3], [0.1, 0.1, 0.0], [-0.1, -0.2, -0.1], [0.1, -0.2, -0.1], [1.1, -0.9, -0.5], [-0.3, 0.4, 0.1], [-0.2, 0.1, -0.3], [-0.8, 1.0, 0.8], [1.3, -0.9, -0.3], [0.0, 0.3, -0.3], [0.4, 0.1, 0.2], [-0.5, 0.4, -0.1], [0.0, 0.5, 0.4], [-0.5, 0.2, 0.0], [0.4, -0.4, 0.0], [-0.1, -0.2, 0.0], [0.2, -0.3, 0.0], [0.0, -0.1, 0.0], [-0.3, 0.2, 0.2], [-0.3, 0.4, -0.2], [-0.3, 0.0, 0.0], [0.2, -0.4, 0.1], [-0.1, -0.1, 0.2], [-0.4, -0.1, -0.1], [0.2, 0.0, -0.1], [0.0, -0.1, -0.2]]}

***

- Which value of multiplicity does entry 2 give?
  1

***

- What is the multiplicity in the first record?
  1

***

- Which value of multiplicity does entry 1 give?
  1